Entry 1:
{"formula": "C3H9O3", "method": "wB97M-V/def2-TZVPD", "elements": ["H", "H", "H", "C", "H", "H", "O", "C", "H", "H", "O", "C", "H", "H", "O"], "coordinates": [[0.027, 1.759, 0.900], [-1.773, 0.757, -0.886], [0.281, 1.702, -0.807], [-1.665, -0.002, -0.111], [2.652, -1.532, 1.044], [2.434, -0.200, 0.198], [2.790, -1.203, 0.145], [0.548, 1.147, 0.134], [-2.105, 0.326, 0.832], [0.178, -0.677, -0.887], [1.886, 1.117, 0.308], [-0.159, -0.221, 0.051], [-2.786, -0.973, -1.343], [0.045, -0.782, 0.944], [-2.354, -1.217, -0.521]], "largest_force_ev_per_a": 1.6, "de_lowest_ev": 0.448, "charge": -1, "gap_ha": 0.251}

***

Entry 2:
{"formula": "C3H9O3Sm", "method": "wB97M-V/def2-TZVPD", "elements": ["O", "O", "H", "C", "H", "C", "H", "H", "Sm", "H", "H", "O", "H", "H", "H", "C"], "coordinates": [[0.480, -1.589, -2.675], [0.799, -1.903, 0.415], [1.807, -0.198, -0.461], [0.246, 0.415, 0.894], [0.467, -2.117, -1.838], [1.323, -0.547, 0.467], [-2.340, 0.956, 1.087], [1.533, -2.520, 0.359], [-0.518, 0.395, -2.690], [-0.296, 0.006, 1.761], [0.710, 1.371, 1.183], [-0.701, 0.661, -0.144], [2.114, -0.499, 1.232], [-2.442, 1.656, -0.559], [-1.401, 2.437, 0.672], [-1.781, 1.475, 0.297]], "spin_multiplicity": 8, "largest_force_ev_per_a": 1.3, "charge": 0, "gap_ha": [0.175, 0.347]}

***

Entry 3:
{"formula": "C3H9O4P", "method": "wB97M-V/def2-TZVPD", "elements": ["O", "H", "O", "H", "O", "H", "H", "C", "H", "C", "H", "C", "P", "H", "H", "H", "O"], "coordinates": [[-1.669, 2.240, 0.461], [-1.667, 2.786, 1.272], [-0.929, 0.353, -0.460], [1.378, -2.515, -2.078], [-1.031, 0.680, 1.852], [-0.261, -1.901, -1.883], [-1.812, -0.002, -0.497], [-0.754, 1.238, 0.579], [1.182, -0.789, -2.302], [0.659, 1.675, 0.653], [2.381, -1.505, 0.390], [0.787, -1.746, -1.762], [1.021, -1.381, 0.042], [1.091, 1.624, -0.348], [1.251, 1.271, 1.368], [-1.810, 0.129, 1.797], [0.182, -2.158, 0.915]], "largest_force_ev_per_a": 4.5, "de_lowest_ev": 5.133, "charge": 0, "gap_ha": [0.273, 0.335]}

***

Entry 4:
{"formula": "C3H9O4S", "method": "wB97M-V/def2-TZVPD", "elements": ["H", "C", "O", "H", "O", "H", "H", "H", "C", "H", "H", "C", "O", "H", "H", "S", "O"], "coordinates": [[-1.417, -2.430, 2.718], [0.045, -0.247, -1.483], [1.807, 2.325, 1.766], [-0.877, 0.455, -1.453], [-1.132, 1.002, 0.829], [1.661, 1.622, 2.418], [1.329, 1.029, -3.020], [-0.353, -1.301, -1.448], [0.792, 0.046, -0.230], [1.289, 1.009, -0.198], [0.919, 2.199, 1.387], [-0.306, 0.085, 0.894], [-0.122, -0.783, 1.760], [-2.133, -1.454, 1.750], [1.550, -0.709, -0.070], [0.535, -0.082, -3.126], [-2.205, -2.296, 2.188]], "spin_multiplicity": 2, "largest_force_ev_per_a": 4.8, "de_lowest_ev": 0.541, "charge": 0, "gap_ha": [0.362, 0.186]}

***

Entry 5:
{"formula": "C3H9OP", "method": "wB97M-V/def2-TZVPD", "elements": ["H", "C", "H", "H", "P", "H", "H", "O", "H", "H", "H", "H", "C", "C"], "coordinates": [[-2.198, 0.322, 1.630], [0.161, -0.174, -0.489], [1.656, -1.568, -0.657], [0.301, 1.164, 1.161], [-1.648, -0.249, -0.479], [1.208, -1.317, 1.128], [1.769, 1.085, 0.061], [-1.743, 0.637, 0.878], [-2.098, 0.744, -1.547], [0.380, 2.041, -0.359], [0.373, -0.126, -1.522], [0.200, -2.325, 0.034], [0.905, -1.375, 0.055], [0.734, 1.141, 0.108]], "spin_multiplicity": 3, "largest_force_ev_per_a": 3.8, "de_lowest_ev": 0.428, "charge": 0, "gap_ha": [0.202, 0.311]}

***

Entry 6:
{"formula": "C3H9OPS", "method": "wB97M-V/def2-TZVPD", "elements": ["H", "H", "H", "C", "H", "H", "S", "P", "H", "C", "O", "H", "H", "C", "H"], "coordinates": [[-1.597, 0.789, 1.905], [-2.510, -0.519, 1.187], [1.961, 0.415, 1.457], [2.661, -0.109, 0.718], [-0.402, -1.627, -1.423], [-0.726, 0.036, -1.985], [-0.033, 2.050, -0.316], [-0.143, 0.130, 0.358], [-2.385, 1.005, 0.451], [-0.238, -0.602, -1.364], [3.317, 0.400, -0.119], [2.553, -1.195, 0.754], [0.803, -0.587, -1.700], [-1.849, 0.302, 1.077], [1.293, 2.354, 0.101]], "smiles": "CP(C)S.C=O", "largest_force_ev_per_a": 4.4, "de_lowest_ev": 3.375, "charge": 0, "gap_ha": 0.349}

***

Entry 7:
{"formula": "C3H9OS", "method": "wB97M-V/def2-TZVPD", "elements": ["H", "O", "C", "H", "H", "H", "S", "H", "C", "H", "H", "H", "C", "H"], "coordinates": [[0.509, -1.264, 2.837], [-0.792, 0.286, -2.154], [0.836, -1.156, 1.802], [-1.999, -0.948, -1.038], [2.337, 1.681, 0.282], [-2.756, 0.567, -1.732], [0.402, 0.638, 1.280], [-1.708, 0.660, -0.315], [-1.886, 0.117, -1.237], [-0.144, 0.842, -1.681], [0.264, -1.759, 1.105], [1.593, 0.484, -0.857], [1.431, 1.156, -0.016], [1.911, -1.303, 1.723]], "largest_force_ev_per_a": 1.4, "de_lowest_ev": 2.863, "charge": -1, "gap_ha": 0.208}

***

Entry 8:
{"formula": "C3H9OS", "method": "wB97M-V/def2-TZVPD", "elements": ["H", "H", "H", "C", "H", "H", "H", "S", "C", "H", "O", "H", "H", "C"], "coordinates": [[-3.611, 0.465, -0.644], [-0.994, -1.380, 1.081], [-1.157, 0.688, -1.096], [-1.442, 0.232, -0.129], [-1.224, 0.950, 0.711], [3.057, 0.439, -2.015], [-3.434, -0.446, 0.697], [0.939, -0.126, 0.985], [-2.942, -0.325, -0.305], [-0.037, -1.564, -0.405], [2.796, 1.142, -1.414], [2.388, 0.710, -0.620], [-2.935, -1.206, -1.002], [-0.524, -0.870, 0.241]], "spin_multiplicity": 2, "largest_force_ev_per_a": 2.5, "de_lowest_ev": 0.793, "charge": 0, "gap_ha": [0.385, 0.256]}

***

Entry 9:
{"formula": "C3H9OSi", "method": "wB97M-V/def2-TZVPD", "elements": ["H", "C", "H", "H", "O", "H", "C", "H", "H", "H", "Si", "H", "H", "C"], "coordinates": [[-1.516, -2.269, 0.870], [-1.220, 1.364, 0.293], [0.805, 0.467, 2.065], [3.370, 0.215, -1.977], [2.096, 0.056, -0.305], [-0.621, 1.658, -0.634], [-0.643, -1.840, 0.453], [-2.141, 1.042, 0.017], [-1.194, 2.180, 0.966], [-0.977, -1.800, -0.530], [-0.237, -0.094, 1.071], [1.996, 1.467, -1.655], [0.187, -2.580, 0.834], [2.613, 0.579, -1.256]], "largest_force_ev_per_a": 4.6, "de_lowest_ev": 1.146, "charge": 1, "gap_ha": 0.348}

***

Entry 10:
{"formula": "C3H9PS", "method": "wB97M-V/def2-TZVPD", "elements": ["H", "C", "H", "C", "H", "S", "H", "H", "H", "C", "H", "H", "P", "H"], "coordinates": [[1.597, -1.537, -0.509], [0.541, -1.639, -0.755], [-2.331, 0.456, -0.444], [0.882, 1.454, 1.022], [0.707, 2.332, 1.638], [0.066, -2.061, -2.327], [-1.344, 0.028, 0.931], [-0.145, -2.009, 0.114], [1.159, -2.653, -2.717], [-1.630, 0.863, 0.282], [0.534, 0.608, 1.743], [-1.999, 1.762, 0.722], [0.021, 1.160, -0.664], [1.942, 1.234, 0.965]], "largest_force_ev_per_a": 3.2, "de_lowest_ev": 3.380, "charge": 0, "gap_ha": [0.275, 0.276]}

***

Entry 11:
{"formula": "C3H9S", "method": "wB97M-V/def2-TZVPD", "elements": ["H", "H", "C", "H", "C", "H", "H", "H", "S", "H", "C", "H", "H"], "coordinates": [[0.516, 1.891, 0.866], [-1.268, -0.378, 1.921], [-0.328, 1.645, 0.212], [0.475, -0.227, 2.027], [-0.332, -0.564, 1.382], [1.902, -2.950, -3.635], [-0.302, -1.648, 1.296], [-1.149, -0.212, -0.584], [1.557, -1.785, -3.077], [0.542, -0.199, -0.534], [-0.323, 0.145, 0.042], [-0.091, 2.265, -0.663], [-1.200, 2.017, 0.747]], "spin_multiplicity": 2, "largest_force_ev_per_a": 1.3, "de_lowest_ev": 0.079, "charge": 0, "gap_ha": [0.410, 0.264]}

***

Entry 12:
{"formula": "C3H9S2", "method": "wB97M-V/def2-TZVPD", "elements": ["C", "H", "C", "H", "H", "H", "H", "S", "S", "H", "H", "H", "H", "C"], "coordinates": [[-0.578, -0.279, 1.469], [-0.298, -0.215, -2.619], [-0.770, 0.679, -2.282], [2.800, -0.245, -0.015], [1.274, -1.309, 2.103], [-0.873, 0.530, 0.796], [1.394, 0.372, 1.957], [1.492, -0.541, -0.274], [-2.177, 0.212, -1.260], [-1.182, 1.214, -3.160], [-1.064, -1.149, 1.041], [-0.851, -0.188, 2.544], [-0.082, 1.372, -1.803], [0.915, -0.452, 1.505]], "largest_force_ev_per_a": 1.8, "de_lowest_ev": 1.305, "charge": -1, "gap_ha": 0.193}

***

Please write out number 10 again, unchanged.
{"formula": "C3H9PS", "method": "wB97M-V/def2-TZVPD", "elements": ["H", "C", "H", "C", "H", "S", "H", "H", "H", "C", "H", "H", "P", "H"], "coordinates": [[1.597, -1.537, -0.509], [0.541, -1.639, -0.755], [-2.331, 0.456, -0.444], [0.882, 1.454, 1.022], [0.707, 2.332, 1.638], [0.066, -2.061, -2.327], [-1.344, 0.028, 0.931], [-0.145, -2.009, 0.114], [1.159, -2.653, -2.717], [-1.630, 0.863, 0.282], [0.534, 0.608, 1.743], [-1.999, 1.762, 0.722], [0.021, 1.160, -0.664], [1.942, 1.234, 0.965]], "largest_force_ev_per_a": 3.2, "de_lowest_ev": 3.380, "charge": 0, "gap_ha": [0.275, 0.276]}